1.
The following is a quantum chemistry calculation of 2 unconnected molecules or ions with the total composition C4H9NO4 at a distorted geometry, from OMol25.

Geometry as ORCA input:
```
! wB97M-V def2-TZVPD RIJCOSX def2/J DEFGRID3
* xyz 0 1
C 0.00000 0.00000 0.00000
N -1.27580 -0.64615 0.30326
C -2.44700 -0.29506 -0.28149
O -2.60710 0.49367 -1.20002
C -3.81353 -0.86122 0.30443
C -4.16000 0.17020 1.47836
O -5.02357 1.07984 1.36798
O -3.50149 -0.08312 2.66675
H -0.07773 0.61671 -0.91117
H 0.76791 -0.77463 -0.16392
H 0.32313 0.64465 0.83464
H -1.20537 -1.53735 0.80059
H -4.61889 -0.69016 -0.43556
H -3.94690 -1.87950 0.71768
H -2.77220 -0.76067 2.69964
O -1.19150 -3.36081 0.47020
H -1.89659 -3.65815 -0.14842
H -0.41515 -3.18037 -0.10685
*
```

Summary:
gap between HOMO and LUMO: 9.94 eV
SMILES: CNC(=O)CC(=O)O.O
highest occupied orbital energy: -0.3649 hartree
energy relative to the best compared isomer or geometry (same formula, charge and spin): 1.3484 eV

=====

2.
The following is a quantum chemistry calculation of 2 unconnected molecules or ions with the total composition C4H9NO4 at a distorted geometry, from OMol25.

Geometry as ORCA input:
```
! wB97M-V def2-TZVPD RIJCOSX def2/J DEFGRID3
* xyz 0 1
O -1.73726 1.31586 -1.23442
C -0.78780 1.62320 -0.55580
N 0.19081 0.73742 -0.15432
C 0.21933 -0.59885 -0.76471
C 1.60248 -1.18299 -0.56227
O 2.17075 -1.71752 -1.47360
C -0.85548 -1.50316 -0.11085
O -0.80934 -1.41399 1.32799
H -0.69662 2.62499 -0.12478
H 1.11468 1.16286 -0.09049
H -0.05315 -0.54871 -1.81334
H 2.01806 -0.99779 0.44355
H -0.55108 -2.53975 -0.26235
H -1.84616 -1.19203 -0.43612
H -1.06102 -0.52072 1.59068
O 0.21263 2.13392 2.53469
H -0.11243 1.53662 1.83305
H -0.56066 2.29752 3.09159
*
```

Summary:
gap between HOMO and LUMO: 10.69 eV
SMILES: O=CN[C@@H](C=O)CO.O
highest occupied orbital energy: -0.3781 hartree
energy relative to the best compared isomer or geometry (same formula, charge and spin): 1.9611 eV

=====

3.
The following is a quantum chemistry calculation of a single C4H9NO4 molecule at a distorted geometry, from OMol25.

Geometry as ORCA input:
```
! wB97M-V def2-TZVPD RIJCOSX def2/J DEFGRID3
* xyz 0 1
O -2.42968 -0.16249 -1.04085
C -1.73118 0.56025 -0.04965
C -0.30383 1.08629 -0.32971
O 0.10947 1.81254 0.82103
N 0.92125 0.90109 1.65157
C 1.52783 -0.06018 0.74567
O 2.75023 0.51367 0.52398
C 0.73588 -0.04042 -0.60229
O 0.23838 -1.27914 -0.93116
H -1.86065 -1.00214 -1.20116
H -2.29236 1.58112 0.11837
H -1.74460 0.13727 0.93504
H -0.26177 1.68627 -1.23371
H 0.27072 0.58335 2.45048
H 1.40213 -1.15428 1.18618
H 3.07659 0.78655 1.36063
H 1.49821 0.35652 -1.32587
H -0.02371 -1.27663 -1.83791
*
```

Summary:
gap between HOMO and LUMO: 9.78 eV
SMILES: OC[C@H]1ON[C@H](O)[C@H]1O
highest occupied orbital energy: -0.3409 hartree
energy relative to the best compared isomer or geometry (same formula, charge and spin): 4.4846 eV

=====

4.
The following is a quantum chemistry calculation of a molecular structure, C4H9NO4S at a distorted geometry, from OMol25.

Geometry as ORCA input:
```
! wB97M-V def2-TZVPD RIJCOSX def2/J DEFGRID3
* xyz 0 1
C 2.29156 -0.81634 0.56716
C -2.96469 -1.07604 -0.08060
C -1.54160 -0.55874 -0.31698
C 3.15388 0.02859 -0.26268
N 2.72336 1.09620 -0.96842
O 1.48366 -1.64711 0.45193
O 2.84233 -0.07160 1.52688
O -2.20685 1.64225 1.09784
O -0.14789 1.52070 -0.21894
S -1.54937 1.25945 -0.38210
H -3.44742 -0.86281 -0.96164
H -2.84425 -2.17147 0.09655
H -3.49580 -0.43998 0.58887
H -0.95306 -1.01609 -1.28084
H -0.82621 -0.98146 0.54681
H 4.24450 -0.25889 -0.04653
H -1.75135 1.14349 1.83927
H 1.72207 1.33892 -0.90105
H 3.26713 1.87095 -1.29553
*
```

Summary:
gap between HOMO and LUMO: 10.36 eV
highest occupied orbital energy: -0.3547 hartree
energy relative to the best compared isomer or geometry (same formula, charge and spin): 3.6962 eV

=====

5.
The following is a quantum chemistry calculation of 2 unconnected molecules or ions with the total composition C4H9NOS at a distorted geometry, from OMol25.

Geometry as ORCA input:
```
! wB97M-V def2-TZVPD RIJCOSX def2/J DEFGRID3
* xyz 0 1
C -1.91257 -1.26955 0.81374
C -0.84472 -0.39295 1.07290
C -1.52113 -0.65665 -0.27939
C -1.37725 -0.26649 -1.65921
N 2.64995 2.34551 0.58238
O 1.79497 0.65508 -1.08799
S 3.10519 1.09001 -0.55118
H -2.42047 -2.02924 1.28699
H 3.10701 0.09740 0.50761
H -0.95195 0.51080 1.60720
H 0.21457 -0.66972 1.22694
H -0.33558 -0.23050 -1.79531
H -1.86769 0.73640 -1.82766
H -1.86245 -0.92108 -2.39812
H 2.97889 3.29034 0.38002
H 1.67993 2.31313 0.34787
*
```

Summary:
gap between HOMO and LUMO: 9.12 eV
highest occupied orbital energy: -0.3123 hartree
energy relative to the best compared isomer or geometry (same formula, charge and spin): 5.4558 eV

=====

6.
The following is a quantum chemistry calculation of a single C4H9NOS molecule at a distorted geometry, from OMol25.

Geometry as ORCA input:
```
! wB97M-V def2-TZVPD RIJCOSX def2/J DEFGRID3
* xyz 0 1
C -0.97658 -0.82791 -1.04816
C -0.04888 -0.13339 -0.05508
C -0.82607 -0.03788 1.14094
N 0.15796 1.35399 -0.39546
C 1.29674 -0.75605 0.05989
O 1.44693 -1.90604 0.16699
S 2.91790 0.13130 -0.08870
H -0.43575 -1.03913 -2.00502
H -0.98890 -1.89810 -0.68183
H -2.06635 -0.29773 -0.83151
H -0.01208 0.42946 1.86551
H -1.05172 -0.96319 1.59872
H -1.56848 0.79156 1.16596
H 0.35789 1.74837 -1.48684
H -0.40306 2.06331 0.19126
H 2.20045 1.34143 0.40333
*
```

Summary:
gap between HOMO and LUMO: 9.68 eV
SMILES: CC(C)(N)C(=O)S
highest occupied orbital energy: -0.3305 hartree
energy relative to the best compared isomer or geometry (same formula, charge and spin): 3.4378 eV

=====

7.
The following is a quantum chemistry calculation of a single C4H9NOS molecule at a distorted geometry, from OMol25.

Geometry as ORCA input:
```
! wB97M-V def2-TZVPD RIJCOSX def2/J DEFGRID3
* xyz 0 1
N 0.97818 -1.20551 -0.77485
C 0.26516 0.01091 -0.90454
C -0.71404 -0.07783 -2.05107
O -0.96195 -1.07552 -2.66989
C -0.69014 0.50316 0.27187
C -0.23855 0.04557 1.66401
S 1.44953 0.54140 2.05420
H 1.87108 -1.24960 -0.32796
H 0.44589 -2.03867 -0.58207
H 0.96402 0.83517 -1.03029
H -1.12019 0.89005 -2.41588
H -0.75198 1.59201 0.19728
H -1.74516 0.21426 0.14712
H -0.12954 -1.03993 1.57635
H -0.94326 0.22369 2.46839
H 1.32094 1.83085 2.37733
*
```

Summary:
gap between HOMO and LUMO: 9.78 eV
SMILES: N[C@@H](C=O)CCS
highest occupied orbital energy: -0.3323 hartree
energy relative to the best compared isomer or geometry (same formula, charge and spin): 1.5550 eV

=====

8.
The following is a quantum chemistry calculation of 2 unconnected molecules or ions with the total composition C4H9NOS at a distorted geometry, from OMol25.

Geometry as ORCA input:
```
! wB97M-V def2-TZVPD RIJCOSX def2/J DEFGRID3
* xyz 0 1
C -0.86684 -1.31323 1.27762
C -0.52449 1.82230 -1.11355
C -1.03381 -0.57834 -0.06906
C -0.56942 0.81274 0.01810
N 1.86187 -0.27338 -0.56445
O 4.23256 -0.79782 -0.28556
S 3.02220 -0.33508 0.36051
H 0.22871 -1.14945 1.54756
H -0.85568 -2.40795 1.18887
H -1.56139 -0.90142 1.94230
H 0.34473 1.65686 -1.65719
H -1.29440 1.62493 -1.85591
H -0.52674 2.78795 -0.55837
H -2.18333 -0.73932 -0.40816
H -0.30498 -1.12866 -0.71755
H 0.03102 0.91987 0.89487
*
```

Summary:
gap between HOMO and LUMO (alpha / beta): 8.81 / 5.61 eV
highest occupied orbital energy (alpha / beta): -0.3579 / -0.2934 hartree
energy relative to the best compared isomer or geometry (same formula, charge and spin): 5.8699 eV